<a>
This record from the OMol25 dataset describes 2 unconnected molecules or ions with the total composition C5H14N2. The level of theory is ωB97M-V/def2-TZVPD.

Each line ends with the natural charge from an NBO analysis.
CARTESIAN COORDINATES (ANGSTROEM)
H  0.241  0.121  -0.050  0.367
N  -0.366  -0.791  0.053  -0.686
C  -1.200  0.201  0.224  0.144
C  -1.156  1.150  1.466  -0.123
C  -2.062  0.371  2.428  -0.618
N  0.204  1.287  1.952  -0.842
H  -2.101  0.211  -0.417  0.152
H  -1.575  2.098  1.123  0.198
H  -3.081  0.366  2.043  0.216
H  -1.673  -0.650  2.399  0.217
H  -2.034  0.634  3.483  0.235
H  0.726  2.016  1.490  0.368
H  0.647  0.393  1.859  0.372
C  2.371  -0.667  -2.110  -0.615
C  0.965  -1.241  -2.409  -0.603
H  2.854  -1.180  -1.275  0.205
H  2.298  0.383  -1.820  0.190
H  3.068  -0.745  -2.943  0.204
H  0.722  -2.137  -1.857  0.224
H  0.878  -1.367  -3.490  0.196
H  0.274  -0.454  -2.148  0.199

As for the structure (SMILES): [H]/N=C\[C@@H](C)N.CC. Its LUMO energy is 0.64 eV.

<b>
This record from the OMol25 dataset describes a molecular structure, C5H14N2. The level of theory is ωB97M-V/def2-TZVPD.

Each line ends with the natural charge from an NBO analysis.
CARTESIAN COORDINATES (ANGSTROEM)
C  -1.542  -0.441  -0.492  -0.494
C  0.714  1.945  -0.424  -0.237
C  -2.266  0.232  0.649  -0.638
N  -0.300  1.688  -1.238  -0.587
H  0.024  1.305  -2.127  0.326
H  -1.539  -1.530  -0.394  0.187
H  -1.920  -0.164  -1.468  0.215
H  1.720  2.145  -0.814  0.184
H  0.466  2.565  0.437  0.198
H  1.003  0.704  0.286  0.181
H  -2.345  1.300  0.460  0.216
H  -3.268  -0.189  0.767  0.206
H  -1.715  0.085  1.580  0.223
C  1.930  -1.374  -0.264  -0.699
C  1.003  -0.608  0.647  0.141
N  0.744  -0.842  1.859  -0.647
H  1.089  -1.751  2.182  0.336
H  -0.281  -0.374  -0.148  0.204
H  2.924  -1.467  0.180  0.236
H  2.032  -0.859  -1.218  0.219
H  1.525  -2.368  -0.460  0.230

Its LUMO energy is 0.39 eV.

<c>
This record from the OMol25 dataset describes a single C5H14N2 molecule. The level of theory is ωB97M-V/def2-TZVPD.

Each line ends with the natural charge from an NBO analysis.
CARTESIAN COORDINATES (ANGSTROEM)
C  2.000  0.489  0.238  -0.629
C  0.986  0.691  -0.902  -0.011
C  1.194  -0.260  -2.104  -0.625
N  -0.370  0.628  -0.413  -0.729
C  -0.750  -0.697  0.140  -0.229
C  -1.381  -0.522  1.513  -0.235
N  -2.628  0.266  1.389  -0.865
H  2.172  -0.556  0.491  0.200
H  1.779  1.179  1.044  0.217
H  2.975  0.719  -0.210  0.203
H  1.175  1.703  -1.272  0.193
H  0.381  0.039  -2.763  0.222
H  1.222  -1.286  -1.747  0.201
H  2.120  -0.012  -2.625  0.205
H  -1.226  1.108  -0.190  0.424
H  0.078  -1.403  0.212  0.188
H  -1.483  -1.152  -0.540  0.175
H  -1.539  -1.518  1.941  0.175
H  -0.653  -0.045  2.174  0.187
H  -2.713  1.047  2.023  0.368
H  -3.339  -0.420  1.599  0.364

As for the structure (SMILES): CC(C)NCCN. Its LUMO energy is 1.12 eV.

<d>
This record from the OMol25 dataset describes a molecular structure, C5H14N2. The level of theory is ωB97M-V/def2-TZVPD.

Each line ends with the natural charge from an NBO analysis.
CARTESIAN COORDINATES (ANGSTROEM)
N  1.240  0.348  -2.615  -0.852
C  0.209  0.332  -1.691  -0.060
C  -1.001  -0.310  -2.404  -0.609
C  0.588  -0.449  -0.482  -0.281
N  -0.515  -0.448  0.510  -0.551
C  -0.009  0.212  2.185  -0.564
C  -0.723  0.276  3.523  -0.612
H  2.129  0.735  -2.494  0.370
H  1.493  -0.557  -3.079  0.353
H  -0.059  1.382  -1.489  0.192
H  -0.512  -1.263  -2.782  0.190
H  -1.123  0.410  -3.259  0.222
H  -1.847  -0.419  -1.691  0.234
H  0.731  -1.519  -0.764  0.184
H  1.601  -0.122  -0.193  0.205
H  -0.319  -0.841  1.743  0.372
H  -0.331  0.807  1.201  0.353
H  1.036  0.233  2.360  0.201
H  -1.585  -0.313  3.421  0.222
H  0.041  0.222  4.235  0.228
H  -1.043  1.282  3.762  0.204

Its LUMO energy is 0.84 eV.

The most stable arrangement is <c>, and the next structure is 0.0787 hartree less stable.

<a>
This record from the OMol25 dataset describes a single C5H14N2 molecule. The level of theory is ωB97M-V/def2-TZVPD.

Each line ends with the natural charge from an NBO analysis.
CARTESIAN COORDINATES (ANGSTROEM)
C  -2.567  0.137  1.366  -0.421
N  -1.255  0.479  0.759  -0.620
C  -0.566  -0.596  0.074  -0.221
C  0.500  -0.263  -0.961  -0.039
C  1.014  -1.523  -1.644  -0.602
N  1.608  0.516  -0.449  -0.657
C  1.610  1.576  0.520  -0.400
H  -3.190  1.028  1.295  0.202
H  -2.619  -0.343  2.345  0.181
H  -2.980  -0.557  0.605  0.185
H  -0.736  0.691  1.609  0.348
H  -0.093  -1.328  0.775  0.160
H  -1.340  -1.160  -0.458  0.189
H  -0.023  0.367  -1.705  0.156
H  0.211  -2.089  -2.109  0.211
H  1.537  -2.111  -0.879  0.210
H  1.731  -1.251  -2.406  0.208
H  2.356  0.641  -1.100  0.366
H  2.537  2.133  0.426  0.203
H  0.856  2.392  0.388  0.170
H  1.412  1.261  1.547  0.171

As for the structure (SMILES): CNC[C@H](C)NC. Its LUMO energy is 1.11 eV.

<b>
This record from the OMol25 dataset describes a single C5H14N2 molecule. The level of theory is ωB97M-V/def2-TZVPD.

Each line ends with the natural charge from an NBO analysis.
CARTESIAN COORDINATES (ANGSTROEM)
C  1.843  -2.031  -1.617  -0.632
C  1.991  -0.719  -0.758  -0.208
N  0.779  0.124  -0.621  -0.653
C  -0.201  -0.305  0.435  -0.230
C  -1.283  0.766  0.410  -0.076
C  -0.692  1.990  1.131  -0.654
N  -2.524  0.257  0.933  -0.818
H  0.999  -2.553  -1.374  0.200
H  1.737  -1.809  -2.650  0.200
H  2.674  -2.818  -1.632  0.208
H  2.149  -0.970  0.335  0.186
H  2.862  -0.134  -1.166  0.193
H  0.411  0.567  -1.352  0.357
H  0.394  -0.180  1.367  0.200
H  -0.730  -1.216  0.130  0.194
H  -1.480  0.831  -0.722  0.180
H  0.362  2.344  0.567  0.249
H  -0.125  1.636  2.145  0.197
H  -1.450  2.752  1.490  0.219
H  -3.075  0.921  1.380  0.348
H  -2.457  -0.245  1.692  0.341

As for the structure (SMILES): CCNC[C@H](C)N. Its LUMO energy is 1.12 eV.

<c>
This record from the OMol25 dataset describes a molecular structure, C5H14N2. The level of theory is ωB97M-V/def2-TZVPD.

Each line ends with the natural charge from an NBO analysis.
CARTESIAN COORDINATES (ANGSTROEM)
C  -1.232  0.080  -1.470  -0.110
C  -0.567  1.389  -1.770  -0.666
N  -1.395  -0.375  0.330  -0.697
H  -1.378  0.528  0.800  0.378
H  -2.249  -0.859  0.623  0.375
H  -2.311  0.122  -1.622  0.178
H  -0.791  -0.783  -1.950  0.226
H  -0.639  2.097  -0.939  0.219
H  0.495  1.240  -1.958  0.249
H  -1.015  1.852  -2.658  0.222
C  1.914  0.540  0.605  -0.638
N  0.113  -1.279  2.151  -0.837
C  0.072  -1.222  0.708  0.118
C  1.174  -0.613  -0.010  -0.635
H  -0.820  -1.296  2.550  0.336
H  0.614  -0.501  2.557  0.364
H  -0.176  -2.205  0.308  0.179
H  1.806  -1.307  -0.555  0.196
H  1.252  1.381  0.856  0.166
H  2.669  0.921  -0.085  0.212
H  2.465  0.290  1.529  0.164

Its LUMO energy is 0.71 eV.

<d>
This record from the OMol25 dataset describes a single C5H14N2 molecule. The level of theory is ωB97M-V/def2-TZVPD.

Each line ends with the natural charge from an NBO analysis.
CARTESIAN COORDINATES (ANGSTROEM)
C  -2.443  0.805  1.561  -0.437
N  -1.799  1.378  0.404  -0.649
C  -0.951  0.429  -0.212  -0.233
C  0.300  -0.081  0.578  -0.236
N  1.330  -0.920  -0.262  -0.454
C  0.771  -1.289  -1.550  -0.426
C  2.719  -0.291  -0.478  -0.424
H  -1.900  0.909  2.589  0.183
H  -3.580  0.982  1.593  0.202
H  -2.332  -0.358  1.586  0.203
H  -1.461  2.322  0.435  0.375
H  -1.534  -0.469  -0.556  0.187
H  -0.498  0.770  -1.108  0.197
H  0.080  -0.979  1.315  0.191
H  0.777  0.623  1.114  0.181
H  -0.175  -1.969  -1.613  0.211
H  1.594  -1.787  -2.046  0.200
H  0.686  -0.257  -2.086  0.153
H  2.894  -0.032  -1.527  0.179
H  2.845  0.610  0.138  0.196
H  3.502  -1.012  -0.220  0.200

As for the structure (SMILES): CNCCN(C)C. Its LUMO energy is 1.04 eV.

The most stable arrangement is <a>, and the next structure is 0.0529 hartree less stable.

<a>
This record from the OMol25 dataset describes 2 unconnected molecules or ions with the total composition C5H14N2. The level of theory is ωB97M-V/def2-TZVPD.

Each line ends with the natural charge from an NBO analysis.
CARTESIAN COORDINATES (ANGSTROEM)
C  0.805  -2.009  0.491  -0.620
C  0.823  -0.795  -0.424  -0.045
C  0.594  0.554  0.288  -0.458
C  -0.733  0.655  1.065  -0.384
C  -1.988  0.788  0.070  -0.300
N  -1.690  1.147  -1.271  -0.468
N  2.048  -0.763  -1.233  -0.847
H  0.907  -2.941  -0.077  0.209
H  1.610  -1.964  1.233  0.200
H  -0.149  -2.046  1.017  0.203
H  0.002  -0.852  -1.147  0.184
H  1.471  0.909  0.800  0.206
H  0.279  1.107  -0.599  0.241
H  -0.724  1.542  1.704  0.208
H  -0.930  -0.203  1.712  0.202
H  -2.443  -0.206  0.030  0.234
H  -2.682  1.504  0.547  0.166
H  -0.956  2.839  -0.675  0.145
H  -1.493  2.198  -1.346  0.208
H  2.581  0.084  -1.104  0.356
H  2.666  -1.546  -1.083  0.358

Its LUMO energy is -1.83 eV.

<b>
This record from the OMol25 dataset describes a molecular structure, C5H14N2. The level of theory is ωB97M-V/def2-TZVPD.

Each line ends with the natural charge from an NBO analysis.
CARTESIAN COORDINATES (ANGSTROEM)
C  -4.205  1.362  1.287  -0.874
N  -0.423  -0.767  0.120  -0.702
C  0.605  0.336  -2.323  -0.594
C  1.446  0.515  -0.989  -0.510
C  0.910  -0.556  -0.107  0.306
C  1.897  -1.649  0.425  -0.321
N  2.849  -1.283  1.455  -0.789
H  -4.421  0.358  1.923  0.216
H  -4.896  1.235  0.428  0.213
H  -4.746  2.215  1.721  0.214
H  -3.134  1.494  0.970  0.230
H  -0.279  0.862  -2.077  0.228
H  0.257  -0.707  -2.495  0.220
H  1.105  0.762  -3.283  0.215
H  2.541  0.306  -1.100  0.211
H  1.197  1.511  -0.523  0.239
H  0.124  -0.043  0.819  0.371
H  1.139  -2.447  0.627  0.230
H  2.611  -1.947  -0.344  0.200
H  2.255  -1.183  2.281  0.350
H  3.171  -0.374  1.185  0.346

Its LUMO energy is 0.52 eV.

<c>
This record from the OMol25 dataset describes a single C5H14N2 molecule. The level of theory is ωB97M-V/def2-TZVPD.

Each line ends with the natural charge from an NBO analysis.
CARTESIAN COORDINATES (ANGSTROEM)
C  2.716  0.309  2.123  -0.620
C  1.805  0.472  0.909  -0.208
N  0.427  0.195  1.188  -0.657
C  -0.639  0.636  0.353  -0.200
C  -0.717  -0.086  -1.035  -0.434
C  -1.953  -0.909  -1.268  -0.217
N  -2.310  -1.084  -2.694  -0.831
H  2.093  0.225  3.014  0.206
H  3.326  1.191  2.286  0.218
H  3.272  -0.629  2.159  0.210
H  2.178  -0.063  0.019  0.163
H  1.896  1.524  0.599  0.170
H  0.269  -0.391  1.962  0.377
H  -0.606  1.724  0.226  0.177
H  -1.628  0.438  0.778  0.198
H  0.181  -0.704  -1.111  0.209
H  -0.556  0.665  -1.821  0.193
H  -2.798  -0.412  -0.768  0.162
H  -1.929  -1.896  -0.798  0.186
H  -1.770  -0.420  -3.246  0.346
H  -3.258  -0.784  -2.878  0.353

As for the structure (SMILES): CCNCCCN. Its LUMO energy is 1.19 eV.

The most stable arrangement is <c>, and the next structure is 0.1437 hartree less stable.